(A)
DFT (ωB97M-V/def2-TZVPD) results for a cluster of 2 separate species, CH2F3N in total.

```
7
Properties=species:S:1:pos:R:3
C 1.148 0.196 -0.140
N -1.456 -0.238 -0.443
F 1.414 1.377 0.482
F -2.153 0.711 0.214
F -1.394 -1.245 0.525
H 1.582 -0.129 -1.056
H 0.858 -0.672 0.418
```

Its spin multiplicity is 1. Its net charge is 0. The HOMO energy (spin up / spin down) comes out at -11.03 / -8.99 eV. As for the gap between HOMO and LUMO (spin up / spin down): 0.414 / 0.299 hartree. Its LUMO energy (spin up / spin down) is 0.0085 / -0.0316 Ha.


(B)
DFT (ωB97M-V/def2-TZVPD) results for a cluster of 2 separate species, CH2F3N in total.

```
7
Properties=species:S:1:pos:R:3
F 1.886 1.237 -0.545
C 1.043 0.790 0.416
N 0.636 -0.343 0.721
F 1.078 -1.432 -0.090
H 0.852 1.619 1.187
F -2.488 -1.020 -0.473
H -3.006 -0.852 -1.217
```

Its spin multiplicity is 1. Its net charge is 0. The HOMO energy comes out at -11.89 eV. As for the gap between HOMO and LUMO: 0.463 hartree. As for the SMILES: F/C=N\F.F. Its LUMO energy is 0.0259 Ha.


Relative energy of each structure, in kJ/mol: (A) 399.1; (B) 0.0.


(A)
DFT (ωB97M-V/def2-TZVPD) results for the ion C5H7N2 with charge +1.

```
14
Properties=species:S:1:pos:R:3
N 1.637 0.906 1.306
C 0.666 0.374 0.570
C 0.972 -0.459 -0.545
C -0.008 -0.968 -1.335
N -1.315 -0.711 -1.093
C -1.705 0.013 -0.047
C -0.690 0.600 0.854
H 2.603 0.763 1.059
H 1.417 1.527 2.067
H 2.002 -0.695 -0.762
H 0.220 -1.593 -2.186
H -2.016 -1.110 -1.711
H -2.754 0.176 0.130
H -1.029 1.177 1.694
```

Its spin multiplicity is 1. Its net charge is +1. The HOMO energy comes out at -13.76 eV. As for the gap between HOMO and LUMO: 0.365 hartree. As for the SMILES: [NH2+]=c1cc[nH]cc1. Its LUMO energy is -0.1410 Ha.


(B)
DFT (ωB97M-V/def2-TZVPD) results for the ion C5H7N2 with charge +1.

```
14
Properties=species:S:1:pos:R:3
C -1.846 -0.706 0.070
C -0.986 0.472 0.113
N 0.498 0.376 0.197
N 1.060 -0.811 0.328
C 2.342 -0.405 0.240
C 3.598 -0.385 -0.377
C 3.000 0.776 0.109
H -2.098 -1.052 1.045
H -2.845 -0.507 -0.425
H -1.434 -1.549 -0.476
H -1.133 0.967 -0.892
H -1.202 1.348 0.718
H 4.463 -0.711 -0.868
H 3.154 1.804 0.385
```

Its spin multiplicity is 1. Its net charge is +1. The HOMO energy comes out at -15.16 eV. As for the gap between HOMO and LUMO: 0.337 hartree. As for the SMILES: CCN=[N+]=c1cc1. Its LUMO energy is -0.2205 Ha.


Relative energy of each structure, in kJ/mol: (A) 0.0; (B) 659.6.


(A)
DFT (ωB97M-V/def2-TZVPD) results for a cluster of 2 separate species, C5H7N2 in total.

```
14
Properties=species:S:1:pos:R:3
C 2.035 0.858 -0.033
C 2.048 -0.507 -0.255
C 0.699 1.127 0.109
C -2.513 0.183 -0.311
C -1.439 -0.270 0.287
N 0.815 -1.034 -0.091
N -0.061 0.067 0.131
H 2.830 1.606 0.046
H 2.732 -1.217 -0.655
H 0.362 2.117 0.309
H -3.548 -0.133 0.007
H -2.525 0.839 -1.062
H -1.915 -1.673 1.615
H 0.479 -1.963 -0.097
```

Its spin multiplicity is 1. Its net charge is +1. The HOMO energy (spin up / spin down) comes out at -14.16 / -14.16 eV. As for the gap between HOMO and LUMO (spin up / spin down): 0.331 / 0.331 hartree. Its LUMO energy (spin up / spin down) is -0.1897 / -0.1898 Ha.


(B)
DFT (ωB97M-V/def2-TZVPD) results for a structure of composition C5H7N2.

```
14
Properties=species:S:1:pos:R:3
C -0.324 -1.467 0.344
C -0.144 0.487 -0.006
C -1.197 -0.474 0.236
C -2.555 -0.208 -0.197
C 2.505 0.410 0.025
N 0.914 -1.447 0.620
N 1.160 -0.140 0.245
H -0.116 1.551 -0.288
H -2.678 0.876 -0.018
H -3.326 -0.677 0.484
H -2.719 -0.505 -1.244
H 2.900 -0.255 -0.749
H 2.436 1.440 -0.335
H 3.144 0.410 0.884
```

Its spin multiplicity is 1. Its net charge is +1. The HOMO energy (spin up / spin down) comes out at -15.35 / -15.35 eV. As for the gap between HOMO and LUMO (spin up / spin down): 0.289 / 0.289 hartree. Its LUMO energy (spin up / spin down) is -0.2747 / -0.2748 Ha.


(C)
DFT (ωB97M-V/def2-TZVPD) results for the ion C5H7N2 with charge +1.

```
14
Properties=species:S:1:pos:R:3
N -3.532 0.141 0.164
C -2.361 -0.090 -0.008
C -1.042 -0.079 0.002
C -0.116 -0.947 0.625
C 1.013 -0.103 0.023
N 2.463 -0.042 0.155
C 0.023 0.860 -0.559
H -4.266 -0.359 -0.409
H -0.544 -1.858 1.460
H 2.657 -0.951 0.540
H 2.736 0.768 0.778
H 2.820 0.109 -0.849
H 0.134 0.647 -1.603
H 0.016 1.903 -0.318
```

Its spin multiplicity is 1. Its net charge is +1. The HOMO energy (spin up / spin down) comes out at -11.98 / -11.98 eV. As for the gap between HOMO and LUMO (spin up / spin down): 0.302 / 0.301 hartree. As for the SMILES: N=C=C1C=C([NH3+])C1. Its LUMO energy (spin up / spin down) is -0.1388 / -0.1388 Ha.


Relative energy of each structure, in kJ/mol: (A) 63.3; (B) 47.3; (C) 0.0.


(A)
DFT (ωB97M-V/def2-TZVPD) results for a cluster of 2 separate species, C5H7N2 in total.

```
14
Properties=species:S:1:pos:R:3
C -2.586 0.876 -1.174
C -1.563 1.721 -0.861
C -0.676 0.703 -0.395
C 2.222 -0.171 1.165
C 1.946 -1.388 0.770
N -2.470 -0.391 -0.912
N -1.205 -0.527 -0.450
H -1.368 2.767 -0.993
H 0.348 0.784 -0.094
H -3.074 -1.161 -0.883
H 3.075 0.333 0.793
H 1.604 0.415 1.842
H 1.244 -2.058 1.312
H 2.504 -1.902 -0.119
```

Its spin multiplicity is 1. Its net charge is +1. The HOMO energy (spin up / spin down) comes out at -13.69 / -13.42 eV. As for the gap between HOMO and LUMO (spin up / spin down): 0.207 / 0.147 hartree. Its LUMO energy (spin up / spin down) is -0.2959 / -0.3463 Ha.


(B)
DFT (ωB97M-V/def2-TZVPD) results for a cluster of 2 separate species, C5H7N2 in total.

```
14
Properties=species:S:1:pos:R:3
C 1.918 0.759 0.350
C 1.668 -0.372 -0.520
C 1.000 1.164 1.229
C -2.751 -0.360 -0.536
C -0.258 -0.575 0.718
N 0.474 -0.989 -0.402
N -0.119 0.348 1.486
H 2.825 1.364 0.141
H 2.181 -0.860 -1.322
H 0.941 2.227 1.557
H -1.820 -1.041 -0.730
H -2.705 0.679 -0.959
H -3.519 -0.661 0.064
H 0.167 -1.682 -1.073
```

Its spin multiplicity is 1. Its net charge is +1. The HOMO energy (spin up / spin down) comes out at -12.73 / -13.95 eV. As for the gap between HOMO and LUMO (spin up / spin down): 0.253 / 0.299 hartree. Its LUMO energy (spin up / spin down) is -0.2146 / -0.2130 Ha.


(C)
DFT (ωB97M-V/def2-TZVPD) results for the ion C5H7N2 with charge +1.

```
14
Properties=species:S:1:pos:R:3
C -0.292 -2.279 -0.001
N 0.080 -1.076 0.682
C 0.263 0.044 0.123
C 0.506 1.325 0.843
C 0.086 2.288 0.020
C -0.179 1.574 -1.289
N -0.027 0.302 -1.150
H 0.396 -2.470 -0.809
H -0.276 -3.235 0.690
H -1.280 -2.126 -0.455
H 0.140 -1.159 1.734
H 1.048 1.438 1.727
H -0.028 3.325 0.074
H -0.437 2.047 -2.189
```

Its spin multiplicity is 1. Its net charge is +1. The HOMO energy comes out at -15.02 eV. As for the gap between HOMO and LUMO: 0.318 hartree. As for the SMILES: C/[NH+]=C1/C=CC=N1. Its LUMO energy is -0.2340 Ha.


Relative energy of each structure, in kJ/mol: (A) 554.7; (B) 399.4; (C) 0.0.